(1)
# C10H22N3S

The ion C10H22N3S with charge +1 (ωB97M-V/def2-TZVPD, the Open Molecules 2025 dataset).

The geometry in XYZ format:
```
36
Properties=species:S:1:pos:R:3:forces:R:3:nbo_charge:R:1
C 5.074554 0.570316 1.178957 -0.1 0.0 0.2 -0.610
H 5.871809 1.140228 1.646988 0.1 0.1 0.0 0.234
H 4.923177 0.974506 0.179985 0.1 0.0 -0.1 0.193
C 3.811358 0.651070 2.028876 0.0 -0.1 -0.2 -0.408
H 3.493914 1.690899 2.130764 0.0 0.0 0.1 0.208
H 4.030780 0.273673 3.027867 -0.1 0.0 0.0 0.229
C 2.661923 -0.174666 1.456995 0.1 -0.3 0.6 -0.220
N 2.174103 0.425817 0.230607 -0.1 0.1 -0.2 -0.535
C 1.068368 0.122682 -0.424865 0.3 0.3 -0.2 0.342
S 0.771155 0.773683 -1.939659 0.4 0.2 -0.5 -0.153
N 0.167532 -0.744893 0.213819 0.4 -0.1 0.1 -0.498
H -1.029789 0.415024 -1.582327 -0.7 -0.1 0.3 0.434
C -0.472042 -1.752844 -0.619637 0.0 -0.3 -0.1 -0.234
C -1.906788 -1.357515 -1.015882 0.2 -0.5 0.0 -0.250
N -1.967441 0.113379 -1.067263 0.3 0.1 -0.2 -0.457
C -1.857966 0.669207 0.298168 0.1 0.2 0.5 -0.248
C -0.787082 -0.111029 1.099613 -0.1 0.2 0.2 -0.231
H -1.247956 -0.900641 1.697084 0.0 0.1 0.0 0.221
H -0.272766 0.571332 1.776329 -0.1 0.0 0.0 0.236
H -2.822274 0.603111 0.803623 0.0 0.0 -0.1 0.230
H -1.579988 1.721171 0.209339 -0.1 -0.1 -0.1 0.234
C -3.101598 0.661870 -1.846887 -0.5 0.2 -0.2 -0.212
C -4.472648 0.199304 -1.381159 0.2 0.0 0.0 -0.633
H -5.223263 0.667042 -2.011957 -0.1 0.0 0.0 0.251
H -4.587596 -0.876907 -1.473457 0.0 -0.1 0.0 0.220
H -4.679181 0.493198 -0.355860 -0.1 0.0 0.1 0.216
H -2.949137 0.364789 -2.886839 0.1 0.0 0.1 0.225
H -3.035935 1.750534 -1.792347 0.1 -0.1 0.0 0.226
H -2.633625 -1.723332 -0.288320 0.0 0.1 -0.1 0.220
H -2.152247 -1.765971 -1.996086 -0.1 0.1 0.0 0.242
H -0.490118 -2.689320 -0.054540 -0.1 0.0 -0.1 0.227
H 0.143549 -1.906110 -1.506939 -0.1 0.0 0.1 0.244
H 2.822986 1.045397 -0.240730 -0.3 0.0 0.0 0.426
H 1.844393 -0.240313 2.177244 0.1 0.0 -0.1 0.208
H 3.004531 -1.193639 1.243978 -0.1 0.0 0.1 0.210
H 5.405308 -0.461056 1.084514 0.1 -0.1 -0.1 0.215
```
Positions in Å, forces in eV/Å.

F_max (eV/A): 0.7
HOMO level (eV): -12.31
Total charge: +1
Lowest unoccupied orbital energy (eV): -2.68

(2)
# C10H22NO11P2S2

A cluster of 3 separate species, C10H22NO11P2S2 in total in a non-equilibrium geometry (ωB97M-V/def2-TZVPD, the Open Molecules 2025 dataset).

The geometry in XYZ format:
```
48
Properties=species:S:1:pos:R:3:forces:R:3:nbo_charge:R:1
C 1.147560 -6.157459 1.162408 -0.1 0.0 0.3 -0.428
C 0.982668 -4.954052 1.221085 -0.2 0.2 -1.2 -0.012
C 0.756407 -3.551259 1.060985 0.2 -0.8 2.2 -0.715
C 1.997083 -2.723428 1.357839 -0.9 0.5 -0.8 -0.097
O 2.859847 -2.654757 0.164449 -0.2 -0.6 -0.2 -0.415
N 2.013534 -2.468827 -0.930053 0.3 0.2 0.2 0.377
O 2.512800 -2.848580 -1.925676 0.2 -0.1 0.1 -0.327
P -0.612355 -3.008208 2.087478 0.4 1.3 -0.2 0.177
P -2.273690 -3.184425 0.695488 0.8 -0.5 -0.4 2.024
O -1.826696 -2.779640 -0.645057 -0.2 0.3 -0.2 -1.109
O -3.549837 -2.343030 1.216338 -0.1 -0.6 0.2 -0.987
O -2.856909 -4.711063 0.695619 -0.1 0.3 0.2 -1.017
H 1.282810 -7.207268 1.086646 0.0 0.0 0.1 0.215
H 2.611051 -3.126536 2.163172 0.4 0.1 -0.2 0.175
H 1.708348 -1.690522 1.568946 0.0 -0.1 0.3 0.181
H -0.859421 -3.987983 3.080876 -0.4 -0.3 -0.3 -0.032
H -4.339640 -2.759155 0.842016 -0.1 0.2 0.1 0.493
H -2.085495 -5.286563 0.580604 -0.1 -0.1 0.0 0.512
O -0.427722 2.845527 -3.379491 0.0 0.0 -0.2 -0.950
S 0.878730 3.020364 -2.816722 0.2 0.1 0.4 2.397
O 2.017946 3.162094 -3.671347 -0.1 0.0 -0.2 -0.940
O 1.136010 1.890900 -1.746540 0.6 0.0 -0.5 -0.732
C 0.996116 0.496815 -2.150438 -0.1 -0.7 -0.1 -0.087
C 2.141677 -0.012538 -2.994350 0.1 0.5 -0.3 -0.652
C 0.853197 4.375927 -1.691383 0.0 0.1 0.0 -0.891
H 0.037022 0.366514 -2.653318 0.0 0.2 0.0 0.199
H 0.952625 -0.063556 -1.218413 0.0 0.2 0.1 0.226
H 2.190415 0.483230 -3.964781 -0.1 0.1 0.0 0.212
H 2.007001 -1.075521 -3.159870 0.0 0.0 0.0 0.250
H 3.095112 0.155208 -2.492317 0.0 -0.1 0.1 0.214
H 0.001933 4.267715 -1.024691 0.0 0.0 0.0 0.250
H 0.759155 5.281362 -2.287113 0.0 0.0 -0.1 0.244
H 1.787670 4.385807 -1.137019 0.0 0.0 0.0 0.258
O 0.825617 2.867654 1.877285 0.2 -0.1 0.0 -0.949
S -0.526702 2.664166 2.302302 -0.4 0.2 -0.2 2.392
O -0.893850 1.482661 3.012835 0.2 0.0 0.1 -0.921
O -1.492323 2.875110 1.062956 -0.1 0.2 0.3 -0.738
C -1.270047 2.081384 -0.133501 0.1 -0.5 -0.4 -0.107
C -1.712416 0.638691 0.007966 0.0 0.1 0.3 -0.651
C -1.064572 4.064526 3.227568 0.0 0.1 0.0 -0.887
H -0.219477 2.150549 -0.421725 -0.5 0.0 0.5 0.221
H -1.856188 2.571380 -0.909797 0.0 0.2 0.1 0.195
H -1.114247 0.093255 0.737717 0.0 0.0 0.0 0.238
H -1.616370 0.125970 -0.948912 -0.1 0.0 0.0 0.238
H -2.751181 0.586720 0.334752 0.0 0.0 -0.1 0.217
H -0.807707 4.970039 2.684991 0.0 0.0 0.0 0.241
H -0.543677 4.030690 4.181848 0.0 0.0 0.0 0.247
H -2.137249 3.988353 3.382752 0.0 0.0 0.0 0.249
```
Positions in Å, forces in eV/Å.

F_max (eV/A): 2.3
HOMO level (eV): -3.38
Total charge: -1
Lowest unoccupied orbital energy (eV): 2.08

(3)
# C10H22O3

A structure of composition C10H22O3 in a non-equilibrium geometry (ωB97M-V/def2-TZVPD, the Open Molecules 2025 dataset).

The geometry in XYZ format:
```
35
Properties=species:S:1:pos:R:3:forces:R:3:nbo_charge:R:1
C -3.751835 0.991620 -0.895528 -4.9 2.9 -6.2 -0.649
C -3.264305 1.470066 0.400249 3.2 0.7 2.7 -0.489
C -2.155162 0.531932 0.871352 3.8 -2.3 -3.6 -0.404
C -2.501699 -0.979275 0.519733 1.1 -0.3 -1.3 -0.453
C -1.344527 -1.969591 0.564722 2.1 -2.5 -0.5 -0.418
C -0.328743 -1.809370 -0.624981 0.0 -1.6 1.8 -0.095
C 2.332608 0.019255 0.056751 -1.6 -1.8 -1.4 0.462
C 2.988757 0.267395 1.342313 -0.3 -1.6 4.2 -0.711
C 2.487413 -1.258625 -0.732383 5.6 -3.5 3.4 -0.583
C 2.051821 2.266302 -0.310453 -6.4 2.8 1.7 -0.250
H -5.065673 1.293096 -1.216726 3.8 -0.7 1.5 0.201
H -3.796637 -0.175435 -1.211721 0.6 3.6 0.7 0.257
H -3.299854 1.938028 -1.825380 -1.0 -3.7 2.5 0.229
H -2.562254 2.481184 0.457650 -2.9 -1.9 -0.5 0.231
H -3.818548 1.293678 1.356697 -1.1 1.1 -1.3 0.217
H -1.055470 0.661724 0.184476 -3.5 0.2 2.4 0.228
H -2.003506 0.745247 1.906772 0.6 -0.3 0.7 0.200
H -2.383850 -0.917475 -0.796174 -2.0 -0.5 3.9 0.215
H -3.372804 -1.412046 1.225274 1.2 1.0 -2.5 0.232
H -1.567457 -3.159090 0.203020 -0.3 3.0 1.7 0.205
H -0.721671 -1.990120 1.517881 -1.0 -0.1 -0.9 0.212
H 0.462941 -2.659552 -0.411003 -1.7 1.6 -0.9 0.172
H -0.914791 -2.064978 -1.537042 0.8 0.6 0.2 0.210
H 3.327273 -0.612568 2.013367 -1.8 0.0 -1.4 0.250
H 4.025845 0.494703 1.336251 0.7 2.2 -0.7 0.255
H 2.192529 0.793867 2.031335 2.3 -0.3 -1.2 0.256
H 3.731749 -1.589383 -0.913062 -3.8 0.9 0.6 0.192
H 1.994108 -1.176848 -1.602066 -0.8 0.5 -3.3 0.226
H 1.847338 -2.111723 -0.174476 2.9 2.0 -0.9 0.215
H 1.434323 2.958308 -1.242343 2.3 -1.7 3.3 0.214
H 2.696059 2.707881 0.438033 1.2 0.6 -1.0 0.184
H 1.137244 2.032509 0.680092 1.7 1.0 -3.2 0.127
O 0.257950 -0.534933 -0.814717 -0.2 0.3 1.3 -0.301
O 0.982409 -0.134903 0.459896 -2.5 -0.8 -0.8 -0.292
O 2.338032 1.081178 -0.841618 2.0 -1.3 -1.2 -0.542
```
Positions in Å, forces in eV/Å.

F_max (eV/A): 8.5
HOMO level (eV): -9.41
Total charge: 0
Lowest unoccupied orbital energy (eV): 0.80

(4)
# C10H22O5Si2

An isolated molecule of C10H22O5Si2 in a non-equilibrium geometry (ωB97M-V/def2-TZVPD, the Open Molecules 2025 dataset).

The geometry in XYZ format:
```
39
Properties=species:S:1:pos:R:3:forces:R:3:nbo_charge:R:1
O 2.215361 0.442416 2.825845 0.8 2.2 0.2 -0.615
O -0.683077 2.382043 -3.005217 -2.0 0.9 0.4 -0.597
O 0.440038 0.847741 4.144337 -0.5 1.1 1.3 -0.657
O -0.262947 1.791136 -5.172523 0.5 -0.1 0.9 -0.682
O 0.486832 -1.269818 -0.439454 -0.9 2.7 0.2 -1.179
C 1.263957 0.100894 3.472682 0.7 -2.7 -2.2 0.790
C 0.014601 1.920442 -3.840791 2.6 -0.8 -0.7 0.814
C 1.002206 -1.365518 3.403462 -1.6 -0.1 -0.1 -0.516
C 1.388049 1.410339 -3.380289 2.6 2.1 -0.6 -0.524
C -1.785215 -0.025500 1.761056 1.8 2.7 1.7 -1.125
C -1.514245 -2.471884 0.782229 -2.3 -1.2 1.2 -1.193
C 0.419202 1.772614 -0.037627 1.7 -1.6 1.2 -1.120
C -1.632658 -0.045531 -1.669725 -0.3 1.5 1.3 -1.181
C 1.058573 -1.903507 1.964120 -0.4 3.6 1.0 -0.816
C 1.380938 0.172901 -2.530735 -3.4 0.3 -0.6 -0.829
Si -0.394767 -1.047207 0.976099 0.8 -4.9 1.6 1.862
Si 0.064537 0.207075 -1.100549 3.7 0.5 -3.2 1.830
H 0.887632 1.695497 4.261143 -0.2 0.5 -0.1 0.498
H -1.150052 2.106483 -5.385509 -0.2 0.2 0.3 0.495
H 0.088470 -1.621618 3.927565 -0.3 -0.2 0.1 0.205
H 1.798509 -1.702312 3.973148 1.6 -1.3 1.4 0.228
H 1.937710 2.212903 -2.799804 -1.6 -0.2 0.1 0.227
H 2.201188 1.443141 -4.130910 -1.0 -0.9 -0.7 0.222
H -2.378367 0.436480 0.969937 -0.2 0.1 0.4 0.251
H -1.393727 0.729030 2.532425 -0.6 -0.3 -1.5 0.245
H -2.364338 -0.664687 2.426538 0.0 -0.3 -0.6 0.254
H -2.198026 -2.489631 1.694433 1.0 -0.4 -0.9 0.212
H -0.851065 -3.335478 0.860574 -0.6 -0.4 -0.7 0.232
H -2.269517 -2.479983 -0.035636 0.9 -0.3 0.2 0.236
H -0.462261 2.346057 0.060826 -0.9 0.8 0.2 0.240
H 0.724031 1.385695 0.994244 -0.5 0.7 -1.0 0.237
H 1.293346 2.427122 -0.307630 -0.9 -0.8 -0.3 0.262
H -2.130707 -0.576906 -0.857683 -0.7 0.4 -0.5 0.243
H -1.672182 -0.590663 -2.554812 0.1 -1.3 -1.5 0.251
H -1.938435 0.969373 -1.920728 -1.0 -0.2 0.4 0.265
H 0.990584 -2.947170 1.902923 -0.4 -1.5 0.0 0.229
H 2.012460 -1.598896 1.504327 -0.5 -0.1 0.2 0.249
H 2.300029 -0.002410 -2.083498 1.8 -0.3 0.8 0.236
H 1.113333 -0.660665 -3.184792 0.1 -0.4 0.3 0.221
```
Positions in Å, forces in eV/Å.

F_max (eV/A): 5.3
HOMO level (eV): -9.23
Total charge: 0
Lowest unoccupied orbital energy (eV): 0.53

lowest unoccupied orbital energy of number 4 (C10H22O5Si2)? 0.53 eV